DFT (ωB97M-V/def2-TZVPD) results for a 2-piece molecular cluster, C6H15N2 overall.

LUMO in eV: -5.09
Frontier orbital gap in eV: 8.217
Max |F| in eV/Å: 4.4
Energy relative to the best compared isomer or geometry (same formula, charge and spin) in kJ/mol: 377.07
Total charge: +1

Last column: Mulliken charge in e.
Atoms and positions in Å:
C1 1.8897 -0.1480 -0.7916  -0.72
C2 2.2764 0.6639 0.3438  -0.42
C3 0.8980 -0.1135 0.4046  1.26
C4 -0.4379 1.5818 -0.7015  -1.74
C5 -1.3272 0.5456 1.4187  -1.18
C6 -0.2601 0.6025 0.3994  0.55
N1 -1.6425 -1.3450 -0.8584  -0.60
N2 1.0289 -1.3210 1.1759  -0.53
H1 1.5397 0.2817 -1.6568  0.27
H2 2.3061 -1.0698 -0.8426  0.34
H3 3.1684 0.4016 1.0120  0.27
H4 2.2685 1.7367 0.1778  0.23
H5 0.1737 2.4822 -0.6638  0.37
H6 -1.4149 2.0802 -0.6592  0.49
H7 -0.3847 0.9580 -1.6305  0.34
H8 -2.0276 1.3433 0.9793  0.36
H9 -1.8051 -0.4530 1.4816  0.30
H10 -1.1458 0.9022 2.4427  0.36
H11 -1.7353 -1.6826 0.0714  0.20
H12 -1.4712 -1.9575 -1.5907  0.20
H13 -2.5083 -0.9476 -1.1177  0.22
H14 1.5417 -2.0369 0.7351  0.18
H15 1.0672 -1.4324 2.2462  0.24